No. 1
The following is a DFT calculation (ωB97M-V with the def2-TZVPD basis set) of a cluster of 10 separate species, C18H56F3N13O12S in total.

Geometry as XYZ:
```
103
Properties=species:S:1:pos:R:3:forces:R:3
C 2.022 2.764 -2.426 0.2 -1.6 0.4
C 1.353 6.106 1.289 1.8 -0.4 0.1
C -0.583 -2.665 6.336 -0.6 0.6 -0.2
H 0.060 -2.487 -2.983 0.8 0.0 0.3
C 3.057 4.271 1.343 0.6 2.4 -1.0
N 1.803 -2.825 1.060 1.7 0.7 0.9
O 1.376 -4.820 2.013 0.6 -3.3 3.2
N -4.607 -0.436 -5.044 -1.5 0.3 -1.8
H -4.017 1.888 -0.261 -1.0 0.1 1.2
N -1.172 -4.151 -3.786 -6.7 -1.0 -2.3
H -3.569 -3.557 5.769 0.2 0.2 -0.4
H -0.255 -4.941 0.329 -0.2 -0.3 -1.0
C -3.156 -2.570 2.008 -0.7 -2.8 1.5
O -5.081 3.996 -2.193 0.8 -0.4 0.0
H 3.886 0.868 -4.164 0.0 -0.4 -0.1
N 3.283 -1.039 -2.115 -1.1 -0.5 -0.5
H -4.869 -2.404 5.535 0.0 0.3 0.1
C 5.011 2.590 1.181 -0.1 0.1 -0.4
O -0.489 0.522 -2.157 -0.1 -1.5 2.2
H -5.289 -0.366 -2.754 0.2 -0.2 0.2
H -1.661 -2.756 4.628 -1.0 0.7 -0.5
N -4.293 -0.452 -2.893 -3.1 -0.2 5.8
N 0.349 -4.141 0.201 -2.8 -3.1 -1.9
O 2.279 1.388 -2.996 -0.3 2.6 0.3
F -0.276 0.171 1.785 -0.1 1.1 -1.4
H -1.306 -3.404 6.682 0.5 -0.1 0.6
H 5.869 -1.165 -1.694 -0.1 0.0 0.2
H 0.468 5.499 1.476 0.2 -0.5 -0.4
H 2.289 -2.368 1.819 0.2 -0.6 0.1
H 5.087 2.605 2.268 -0.6 0.0 0.1
H 2.373 -0.616 -2.001 -0.7 0.0 0.7
H 4.150 3.828 -0.467 -1.2 -1.5 -0.1
H 6.054 2.425 0.911 0.1 0.7 -0.5
C 3.676 1.140 -3.130 0.8 -0.1 0.7
H 6.453 0.331 -2.348 -0.5 0.6 0.3
H 1.679 -2.239 0.247 -0.1 -0.2 -0.3
C 4.361 3.887 0.600 0.6 -2.2 -0.8
H -4.274 -0.509 -5.995 -0.4 0.2 0.3
C 4.141 0.089 -2.104 2.8 1.6 -0.4
O -2.553 -0.373 -4.123 2.9 0.2 -1.5
H -1.497 -3.550 1.225 -0.8 0.4 0.4
H -1.891 -0.261 6.458 -0.5 0.2 0.3
N 0.608 -3.331 -3.066 3.2 3.5 1.1
C 0.025 -4.417 -3.446 3.2 -3.6 1.4
H -0.541 1.889 -4.524 0.7 0.9 0.7
H 0.201 -1.640 3.888 0.1 -0.2 0.0
H 3.274 4.722 2.312 0.1 -1.0 0.6
O -0.372 1.040 -4.939 0.5 1.1 -1.2
H 1.686 6.465 2.263 0.1 0.0 0.2
F 1.342 0.856 0.517 -0.2 -0.1 -0.1
N -0.332 -1.060 4.519 -1.3 0.0 0.5
O -2.208 -0.276 -0.567 2.0 -0.5 -0.5
H -2.373 -2.320 0.299 1.2 -0.7 -0.3
H 1.047 3.163 -2.706 0.1 -0.3 -0.5
C -1.359 -1.909 5.244 1.7 0.0 0.4
H 4.745 5.672 0.239 0.0 1.2 0.6
H -3.185 -0.608 5.210 0.4 0.6 -0.5
H -3.701 -1.158 0.616 0.1 0.0 0.5
S -0.753 -0.287 -0.921 -1.1 3.5 -0.5
H -4.660 -3.388 7.028 0.0 0.9 0.6
H -2.950 2.741 -2.949 -0.3 0.2 0.3
H 2.817 3.475 -2.654 -0.1 -0.2 -0.4
H 1.057 6.997 0.737 0.3 -0.3 -0.4
H -2.823 1.890 -1.483 0.1 0.2 -0.3
N 5.357 4.912 0.499 -0.1 2.7 1.3
N -2.274 -2.914 1.110 3.7 -1.1 -2.7
H 4.316 1.994 -2.911 -0.3 0.5 -0.2
H -1.785 -4.938 -3.943 0.1 0.1 -0.2
H 0.311 -3.146 5.939 -0.1 -0.1 -0.2
H 5.745 -0.837 -3.368 -0.5 0.0 -0.3
C 1.250 -4.043 1.094 1.6 6.4 -1.0
C -4.159 -2.788 6.268 1.6 0.2 -0.3
C 0.012 0.789 0.605 -0.3 -1.4 -1.1
C -4.374 3.165 -1.606 -3.5 3.9 -3.0
N -3.906 -1.670 1.461 -4.1 4.0 0.0
N -4.641 2.651 -0.481 -2.2 -2.2 6.0
H -3.705 -0.574 -2.081 0.1 0.3 -0.1
H 4.162 0.598 -1.140 -0.2 -0.2 0.3
C 5.617 -0.367 -2.393 -0.3 -0.6 0.1
H -4.668 -1.369 2.052 0.0 0.2 -0.4
C -2.474 -1.015 5.929 0.4 -2.1 -1.4
H 3.218 -1.092 -3.122 0.0 -1.5 -0.7
H 5.907 4.932 -0.348 0.3 -1.2 -0.1
H -5.485 2.882 0.023 0.3 -0.2 0.0
H -0.002 0.442 -4.285 0.3 -0.7 1.4
O -3.411 -3.170 3.031 0.3 0.1 1.2
H 1.985 2.668 -1.341 0.1 0.0 0.1
H 0.023 -3.281 -0.216 -0.5 0.3 -0.5
H -1.273 0.781 -5.147 -1.7 -1.7 -0.1
H -0.815 -0.405 3.920 -0.1 0.2 -0.1
H 4.547 1.680 0.803 -0.5 0.0 0.4
N -3.287 2.620 -2.005 5.8 -1.7 -4.1
H 2.312 3.475 1.313 0.2 -0.2 0.4
O -0.066 -1.565 -0.893 -0.1 -0.1 0.3
O -3.264 -1.762 6.824 -1.0 -1.0 0.8
O 2.526 5.432 0.631 -2.0 0.3 0.1
F -0.482 2.018 0.491 0.0 -0.7 0.6
H -5.565 -0.294 -4.757 -0.1 -0.2 -1.2
C -3.776 -0.400 -4.037 2.3 -0.2 -2.2
H -1.545 -3.258 -4.075 0.4 -0.1 0.2
H -0.253 -1.958 7.097 -0.1 -0.2 0.3
O 0.573 -5.525 -3.316 -0.9 0.5 -0.5
H 1.566 -3.452 -2.771 -0.1 0.7 0.0
```
Positions in Å, forces in eV/Å.

Results
Multiplicity = 2
⟨S²⟩ = 0.76
Kohn-Sham gap (alpha / beta) = 7.74 / 2.49 eV
HOMO level (alpha / beta) = -10.970 / -10.969 eV
Total charge = +1

Löwdin atomic charge list, values in e, 99 entries: atom 1 (C): -0.025, atom 2 (C): -0.051, atom 3 (C): -0.070, atom 4 (H): 0.080, atom 5 (C): -0.150, atom 6 (N): 0.248, atom 7 (O): 0.394, atom 8 (N): 0.203, atom 9 (H): 0.099, atom 10 (N): 0.178, atom 11 (H): 0.064, atom 12 (H): 0.168, atom 13 (C): -0.764, atom 14 (O): 0.023, atom 15 (H): 0.130, atom 16 (N): 0.055, atom 17 (H): 0.080, atom 18 (C): -0.046, atom 19 (O): -0.345, atom 20 (H): 0.139, atom 21 (H): 0.093, atom 22 (N): 0.210, atom 23 (N): 0.281, atom 24 (O): -0.223, atom 25 (F): 0.108, atom 26 (H): 0.074, atom 27 (H): 0.073, atom 28 (H): 0.074, atom 29 (H): 0.147, atom 30 (H): 0.078, atom 31 (H): 0.037, atom 32 (H): 0.109, atom 33 (H): 0.071, atom 34 (C): -0.207, atom 35 (H): 0.076, atom 36 (H): 0.094, atom 37 (C): -0.438, atom 38 (H): 0.132, atom 39 (C): -0.446, atom 40 (O): -0.014, atom 41 (H): 0.083, atom 42 (H): 0.127, atom 43 (N): 0.155, atom 44 (C): -0.800, atom 45 (H): 0.163, atom 46 (H): 0.034, atom 47 (H): 0.129, atom 48 (O): 0.330, atom 49 (H): 0.078, atom 50 (F): 0.124, atom 51 (N): 0.034, atom 52 (O): -0.372, atom 53 (H): 0.068, atom 54 (H): 0.076, atom 55 (C): -0.404, atom 56 (H): 0.062, atom 57 (H): 0.112, atom 58 (H): 0.072, atom 59 (S): 0.615, atom 60 (H): 0.086, atom 61 (H): 0.117, atom 62 (H): 0.085, atom 63 (H): 0.082, atom 64 (H): 0.064, atom 65 (N): 0.028, atom 66 (N): 0.178, atom 67 (H): 0.119, atom 68 (H): 0.130, atom 69 (H): 0.068, atom 70 (H): 0.073, atom 71 (C): -0.592, atom 72 (C): -0.064, atom 73 (C): -0.568, atom 74 (C): -0.807, atom 75 (N): 0.172, atom 76 (N): 0.177, atom 77 (H): 0.091, atom 78 (H): 0.116, atom 79 (C): -0.043, atom 80 (H): 0.130, atom 81 (C): -0.182, atom 82 (H): 0.076, atom 83 (H): 0.079, atom 84 (H): 0.139, atom 85 (H): 0.125, atom 86 (O): 0.056, atom 87 (H): 0.065, atom 88 (H): 0.079, atom 89 (H): 0.122, atom 90 (H): 0.031, atom 91 (H): 0.042, atom 92 (N): 0.166, atom 93 (H): 0.109, atom 94 (O): -0.357, atom 95 (O): -0.202, atom 96 (O): -0.238, atom 97 (F): 0.148, atom 98 (H): 0.126, atom 99 (C): -0.778

---

No. 2
The following is a DFT calculation (ωB97M-V with the def2-TZVPD basis set) of a structure of composition C24H29BrF6LaN4O2P.

Geometry as XYZ:
```
68
Properties=species:S:1:pos:R:3:forces:R:3
P 1.977 1.512 2.146 0.0 0.1 0.1
H 3.999 -2.960 -0.718 0.0 0.0 0.0
N -4.244 -1.269 1.717 0.0 0.0 0.0
C -3.812 -0.017 1.525 0.1 0.0 0.0
H -7.059 -0.551 3.385 0.0 0.0 0.0
H 5.224 3.144 -1.286 0.0 0.0 0.0
C 1.613 -3.603 0.224 0.0 -0.1 -0.1
C -2.731 2.437 -3.114 -0.2 -0.1 0.1
H 0.601 -1.501 3.498 0.0 0.0 0.0
C 2.279 1.679 -2.047 -0.2 0.1 0.0
H -3.777 2.348 -3.376 0.0 0.0 0.0
H 0.718 -3.158 -2.272 0.0 0.0 0.0
F 3.261 2.259 1.644 -0.1 0.0 0.0
C -5.674 0.931 2.654 0.1 0.0 -0.1
H -1.052 -4.273 1.735 0.0 0.0 0.0
H 3.784 5.157 -1.354 0.0 0.0 0.0
H 0.774 -4.155 -0.200 0.0 0.0 0.0
H -0.402 -2.954 3.711 0.0 0.0 0.0
C -0.244 -2.058 3.100 0.0 0.0 0.0
C 4.172 3.055 -1.518 0.0 0.0 0.0
N 1.933 -2.477 -0.684 -0.1 0.0 0.1
C 0.021 2.703 -2.458 -0.3 0.1 -0.2
C -1.114 -3.289 1.255 0.0 0.0 0.0
F 0.591 0.618 2.438 0.1 0.0 0.2
C 2.023 4.054 -1.864 0.0 -0.1 0.0
H 4.263 0.926 -1.735 0.0 0.0 0.0
H -6.238 1.778 3.018 0.0 0.0 0.0
C 3.367 4.181 -1.561 0.0 0.0 0.0
O -2.128 -0.841 0.033 -0.4 -0.3 -0.1
H 3.637 -1.271 -1.091 0.0 0.0 0.0
C -2.521 0.113 0.787 0.1 0.1 -0.2
F 1.115 2.062 0.813 0.1 0.1 0.0
H 1.147 0.352 -3.084 0.0 0.0 0.1
F 1.449 2.694 3.019 0.0 -0.1 -0.1
H -1.139 -1.439 3.167 0.0 0.0 0.0
C -6.136 -0.352 2.861 0.0 -0.1 0.0
F 2.712 0.777 3.325 0.0 0.0 -0.1
H 2.060 -2.503 2.028 0.0 0.0 0.0
C -1.997 3.541 -3.527 0.0 0.0 0.0
N 1.698 0.369 -2.227 -0.1 0.0 0.0
H 2.327 -3.896 -2.220 0.0 0.0 0.0
H 2.439 -0.313 -2.337 0.0 0.0 0.0
H 2.146 -2.243 -2.785 0.0 0.0 0.0
C -5.366 -1.411 2.377 -0.1 0.0 0.1
H -1.114 -3.428 0.174 0.0 0.0 0.0
C 1.771 -2.965 -2.061 0.0 -0.1 0.0
C -4.469 1.110 1.977 -0.1 0.0 0.1
H -2.060 -2.818 1.509 0.0 0.0 0.0
H -2.658 0.560 -2.001 0.0 0.0 0.0
Br -5.974 -3.177 2.687 0.0 0.0 0.0
H -4.042 2.088 1.805 0.0 0.0 0.0
C -0.805 1.674 -2.093 0.1 -0.6 0.4
C 3.345 -2.116 -0.470 0.0 0.0 0.0
C -2.123 1.432 -2.350 0.1 0.5 -0.4
H 1.392 4.933 -1.881 0.0 0.0 0.0
C 3.629 1.805 -1.767 -0.1 0.0 0.1
H 3.516 -1.829 0.564 0.0 0.0 0.0
C 1.455 2.807 -2.113 0.1 0.1 0.0
H 2.455 -4.306 0.246 0.0 0.0 0.0
H -2.477 4.307 -4.121 0.0 0.0 0.0
F 2.359 0.194 1.118 0.4 0.0 0.0
C -0.655 3.681 -3.214 0.1 0.0 0.1
N 0.004 -2.432 1.696 -0.1 0.3 -0.1
La 0.141 -0.154 0.036 0.5 -0.3 0.1
O -1.802 1.134 0.920 -0.1 0.1 0.2
H -0.103 4.538 -3.578 0.0 0.0 0.0
C 1.280 -3.157 1.629 0.0 0.0 0.1
H 1.242 -4.037 2.286 0.0 0.0 -0.1
```
Positions in Å, forces in eV/Å.

Results
Multiplicity = 2
⟨S²⟩ = 0.76
Energy above the lowest of the compared OMol25 structures with the same formula, charge and spin = 15.6 kcal/mol
Kohn-Sham gap (alpha / beta) = 9.05 / 6.97 eV
HOMO level (alpha / beta) = -11.535 / -11.488 eV
Total charge = +1

And the Löwdin charges, in e, turn out to be: atom 1 (P): 0.206, atom 2 (H): 0.106, atom 3 (N): 0.104, atom 4 (C): -0.195, atom 5 (H): 0.106, atom 6 (H): 0.117, atom 7 (C): -0.198, atom 8 (C): -0.051, atom 9 (H): 0.083, atom 10 (C): -0.268, atom 11 (H): 0.116, atom 12 (H): 0.095, atom 13 (F): -0.069, atom 14 (C): -0.029, atom 15 (H): 0.109, atom 16 (H): 0.115, atom 17 (H): 0.110, atom 18 (H): 0.106, atom 19 (C): -0.076, atom 20 (C): -0.057, atom 21 (N): -0.312, atom 22 (C): -0.179, atom 23 (C): -0.085, atom 24 (F): -0.252, atom 25 (C): -0.011, atom 26 (H): 0.112, atom 27 (H): 0.119, atom 28 (C): -0.052, atom 29 (O): -0.218, atom 30 (H): 0.063, atom 31 (C): -0.621, atom 32 (F): -0.243, atom 33 (H): 0.111, atom 34 (F): -0.055, atom 35 (H): 0.093, atom 36 (C): -0.089, atom 37 (F): -0.075, atom 38 (H): 0.119, atom 39 (C): -0.056, atom 40 (N): 0.015, atom 41 (H): 0.105, atom 42 (H): 0.049, atom 43 (H): 0.075, atom 44 (C): -0.741, atom 45 (H): 0.081, atom 46 (C): -0.088, atom 47 (C): 0.019, atom 48 (H): 0.068, atom 49 (H): 0.102, atom 50 (Br): 0.757, atom 51 (H): 0.125, atom 52 (C): -0.030, atom 53 (C): -0.085, atom 54 (C): -0.075, atom 55 (H): 0.122, atom 56 (C): -0.027, atom 57 (H): 0.081, atom 58 (C): -0.149, atom 59 (H): 0.137, atom 60 (H): 0.116, atom 61 (F): -0.307, atom 62 (C): -0.004, atom 63 (N): -0.337, atom 64 (La): 2.236, atom 65 (O): -0.108, atom 66 (H): 0.123, atom 67 (C): -0.194, atom 68 (H): 0.139

---

No. 3
The following is a DFT calculation (ωB97M-V with the def2-TZVPD basis set) of a cluster of 2 separate species, C5H12Cl in total.

Geometry as XYZ:
```
18
Properties=species:S:1:pos:R:3:forces:R:3
H -2.500 -0.859 -0.115 0.0 0.2 0.0
C 0.181 -1.663 -0.166 0.3 0.0 -0.2
Cl 3.951 2.984 0.082 0.0 0.0 0.0
H 1.078 -2.099 -0.613 -0.2 -0.4 0.1
H -0.679 1.605 0.232 -0.4 0.1 0.2
H 0.287 0.125 -1.379 0.1 -0.2 0.2
H -2.287 0.378 -1.360 0.0 0.1 0.2
C 1.591 0.373 0.312 0.2 -0.4 -0.1
C 0.297 -0.152 -0.312 -0.5 0.3 0.3
H -0.716 -2.040 -0.671 0.3 0.0 0.0
H -3.008 0.810 0.231 -0.1 -0.2 -0.3
H 2.427 -0.133 -0.185 0.1 0.2 0.3
H 1.626 0.152 1.387 0.0 -0.1 -0.2
H 1.714 1.462 0.211 -0.1 -0.2 -0.1
H 0.123 -1.964 0.890 0.1 0.1 -0.2
H -0.931 0.289 1.402 0.1 0.1 -0.1
C -0.901 0.537 0.332 0.3 0.2 -0.2
C -2.253 0.196 -0.278 -0.1 0.1 0.2
```
Positions in Å, forces in eV/Å.

Results
Multiplicity = 2
⟨S²⟩ = 0.75
Energy above the lowest of the compared OMol25 structures with the same formula, charge and spin = 2.0 kcal/mol
Kohn-Sham gap (alpha / beta) = 12.20 / 7.00 eV
HOMO level (alpha / beta) = -10.974 / -10.970 eV

And the Löwdin charges, in e, turn out to be: atom 1 (H): 0.064, atom 2 (C): -0.085, atom 3 (Cl): 0.048, atom 4 (H): 0.075, atom 5 (H): 0.108, atom 6 (H): 0.139, atom 7 (H): 0.078, atom 8 (C): -0.109, atom 9 (C): -0.468, atom 10 (H): 0.070, atom 11 (H): 0.072, atom 12 (H): 0.076, atom 13 (H): 0.087, atom 14 (H): 0.020, atom 15 (H): 0.089, atom 16 (H): 0.116, atom 17 (C): -0.269, atom 18 (C): -0.112

---

No. 4
The following is a DFT calculation (ωB97M-V with the def2-TZVPD basis set) of a cluster of 2 separate species, C3H10N2O in total.

Geometry as XYZ:
```
16
Properties=species:S:1:pos:R:3:forces:R:3
N 2.848 -2.323 0.056 1.9 0.5 -0.2
H 2.836 -1.604 0.770 -0.8 -0.4 -0.2
H -1.637 1.940 1.857 -0.1 0.1 -0.8
C -3.353 2.127 0.542 0.8 2.6 0.1
H 2.008 -2.647 -0.391 -0.1 0.1 0.2
H 4.782 -1.592 -0.332 -0.2 1.2 0.0
C 3.998 -2.210 -0.732 -0.5 -2.3 -0.9
O -3.963 2.096 -0.763 1.2 -1.5 0.6
H -1.573 0.677 0.643 -0.2 0.4 -0.4
N 4.326 -2.925 -1.758 0.6 0.1 1.7
H -3.745 1.213 -1.085 -0.4 0.0 -0.5
H -1.261 2.423 0.146 0.3 -0.5 0.2
H -3.373 3.238 0.683 0.1 -0.8 0.5
H 3.938 -3.875 -1.726 -0.9 0.7 -0.6
H -3.991 1.723 1.308 -0.4 -0.6 0.2
C -1.838 1.739 0.780 -1.3 0.2 0.0
```
Positions in Å, forces in eV/Å.

Results
Structure (SMILES) = [H]/N=C\N.CCO
Energy above the lowest of the compared OMol25 structures with the same formula, charge and spin = 48.9 kcal/mol
Kohn-Sham gap = 9.63 eV
HOMO level = -9.067 eV

And the Löwdin charges, in e, turn out to be: atom 1 (N): 0.059, atom 2 (H): 0.078, atom 3 (H): 0.075, atom 4 (C): -0.309, atom 5 (H): 0.084, atom 6 (H): 0.094, atom 7 (C): -0.373, atom 8 (O): -0.087, atom 9 (H): 0.062, atom 10 (N): 0.026, atom 11 (H): 0.074, atom 12 (H): 0.068, atom 13 (H): 0.114, atom 14 (H): 0.032, atom 15 (H): 0.090, atom 16 (C): -0.086

---

In the order shown, the computed E values come out to -82491.589; -131913.677; -17900.508; -8299.383 eV.
In the order shown, the computed largest force on an atom values come out to 7.3; 0.7; 0.7; 2.8 eV/A.